Entry 1:
Molecular formula: C9H9F2OP
Method: DFT, ωB97M-V/def2-TZVPD

The geometry in XYZ format:
```
22
C9H9F2OP | the Open Molecules 2025 dataset | ωB97M-V/def2-TZVPD
C 2.994 -0.575 0.182
C 2.519 -0.661 -1.084
C 2.291 0.057 1.241
C 1.142 -0.364 -1.247
C 0.976 0.321 1.029
C 0.395 0.173 -0.199
C -1.171 0.506 -0.471
C -2.155 -0.516 -0.301
C -1.580 1.971 -0.311
O -1.852 -0.142 -1.565
F -3.393 -0.140 0.177
F -1.163 2.610 0.807
P -1.725 -2.251 0.427
H 4.062 -0.759 0.413
H 3.075 -1.292 -1.821
H 2.570 0.015 2.307
H 0.774 -0.569 -2.258
H 0.350 0.839 1.774
H -2.591 2.215 -0.332
H -0.956 2.439 -1.155
H -3.073 -2.372 0.779
H -1.489 -1.506 1.607
```

* orbital gap: 10.40 eV
* energy relative to the best compared isomer or geometry (same formula, charge and spin): 0.0 kcal/mol
* HOMO: -9.537 eV

Formally, the Mulliken partial charges of the atoms, in units of the elementary charge, are as follows:
1. C -0.255
2. C -0.590
3. C -0.609
4. C -0.079
5. C -0.218
6. C 0.069
7. C 0.664
8. C 0.434
9. C -0.621
10. O -0.522
11. F -0.303
12. F -0.292
13. P -0.056
14. H 0.318
15. H 0.301
16. H 0.329
17. H 0.323
18. H 0.332
19. H 0.425
20. H 0.253
21. H 0.054
22. H 0.043

---

Entry 2:
Molecular formula: C4H8NO3
Method: DFT, ωB97M-V/def2-TZVPD

The geometry in XYZ format:
```
16
C4H8NO3 | the Open Molecules 2025 dataset | ωB97M-V/def2-TZVPD
C 0.497 -1.940 -1.946
C -0.101 -2.084 -0.572
O -1.162 -2.751 -0.371
N 0.443 -1.414 0.472
H 0.026 -1.327 1.381
H 1.226 -0.636 0.495
H -0.174 -1.221 -2.412
H 0.303 -2.851 -2.545
H 1.438 -1.472 -2.038
C -0.910 2.596 1.148
C 0.408 1.765 0.963
O 1.161 2.231 0.135
O 0.586 0.810 1.745
H -0.870 3.455 0.507
H -1.063 2.772 2.179
H -1.809 2.066 0.857
```

* total charge: -1
* orbital gap: 8.38 eV
* energy relative to the best compared isomer or geometry (same formula, charge and spin): 23.4 kcal/mol
* HOMO: -4.548 eV

Formally, the Mulliken partial charges of the atoms, in units of the elementary charge, are as follows:
1. C -0.911
2. C 0.580
3. O -0.711
4. N -0.366
5. H 0.238
6. H 0.284
7. H 0.244
8. H 0.287
9. H 0.336
10. C -0.960
11. C 0.695
12. O -0.687
13. O -0.825
14. H 0.299
15. H 0.268
16. H 0.228

---

Entry 3:
Molecular formula: C5H7GaO4
Method: DFT, ωB97M-V/def2-TZVPD

The geometry in XYZ format:
```
17
C5H7GaO4 | the Open Molecules 2025 dataset | ωB97M-V/def2-TZVPD
O 0.792 -1.666 -0.855
Ga -0.323 -1.585 0.459
C 0.958 -1.167 -1.978
C 0.797 0.276 -2.230
H 1.128 0.808 -1.325
H 1.555 -1.751 -2.699
H -0.242 0.342 -2.640
H 1.508 0.565 -3.020
C -0.972 1.336 -0.385
C -1.081 0.561 0.690
O -0.872 0.844 1.986
C -0.501 -0.185 2.762
O -0.284 -1.303 2.312
O -0.473 0.165 3.996
H -1.397 1.020 -1.339
H -0.437 2.290 -0.308
H -0.155 -0.548 4.572
```

* total charge: +3
* orbital gap (alpha / beta): 7.97 / 7.66 eV
* 2S+1: 2
* energy relative to the best compared isomer or geometry (same formula, charge and spin): 0.0 kcal/mol
* HOMO (alpha / beta): -24.192 / -24.781 eV

Formally, the Mulliken partial charges of the atoms, in units of the elementary charge, are as follows:
1. O -0.021
2. Ga 0.921
3. C 0.435
4. C -1.035
5. H 0.466
6. H 0.445
7. H 0.289
8. H 0.401
9. C -0.940
10. C 0.500
11. O -0.179
12. C 0.775
13. O -0.286
14. O -0.239
15. H 0.586
16. H 0.428
17. H 0.456